Molecular formula: C5H12N2
Method: DFT, ωB97M-V with the def2-TZVPD basis set

Multiplicity: 2
<S²>: 0.751
Highest occupied orbital energy (spin up / spin down) in eV: 1.4 / -4.3
E_tot in Eh: -307.07514
F_max in eV/Å: 6.17
E_LUMO (spin up / spin down) in eV: 3.802 / 3.919
Total charge: -1
Kohn-Sham gap (spin up / spin down) in eV: 2.431 / 8.236

Element x y z (Å)
1 C 1.452 -0.230 1.619
2 C 1.491 0.435 0.274
3 C 0.202 0.882 -0.277
4 N -2.878 0.768 -1.266
5 C -1.866 -0.202 -1.508
6 C -0.615 -0.161 -1.013
7 N 1.946 -1.481 1.661
8 H 1.728 0.594 2.428
9 H 0.408 -0.192 1.782
10 H 2.193 1.220 0.394
11 H 2.056 -0.329 -0.298
12 H 0.328 1.832 -0.918
13 H -0.361 1.349 0.373
14 H -3.789 0.419 -1.359
15 H -2.855 1.142 -0.290
16 H -2.145 -1.194 -1.985
17 H 0.113 -0.868 -1.540
18 H 1.881 -1.777 2.602
19 H 2.983 -1.554 1.478

***

Molecular formula: C5H12N2
Method: DFT, ωB97M-V with the def2-TZVPD basis set

Highest occupied orbital energy in eV: -8.9
E_tot in Eh: -307.16879
F_max in eV/Å: 3.61
E_LUMO in eV: 1.000
Kohn-Sham gap in eV: 9.855

Element x y z (Å)
1 H -0.155 2.588 -0.278
2 N -0.515 2.060 0.522
3 C -0.081 0.830 0.517
4 C 0.064 0.081 1.823
5 C 0.690 0.273 -0.739
6 N 2.118 0.120 -0.497
7 C -0.030 -1.005 -1.042
8 C -1.682 -0.722 -0.688
9 H -0.699 0.425 2.525
10 H -0.056 -0.996 1.696
11 H 1.056 0.270 2.242
12 H 0.546 0.987 -1.554
13 H 2.297 -0.586 0.213
14 H 2.502 0.995 -0.145
15 H -0.011 -1.259 -2.102
16 H 0.267 -1.849 -0.417
17 H -2.042 -0.082 -1.496
18 H -2.158 -0.413 0.245
19 H -2.113 -1.718 -0.824